No. 1
Computed, not measured: a single C4H7N3O molecule, with the ωB97M-V functional and the def2-TZVPD basis.

Cartesian coordinates (Å):
C 1.13266 0.23710 -0.11908
C 0.72353 1.62867 0.00384
C -0.71163 1.57107 -0.00331
C -1.19490 0.20697 0.03090
H 3.24566 0.36846 0.23244
H 2.51069 -1.02638 0.84510
H 1.29018 2.58720 -0.16417
H -1.36635 2.52304 -0.10086
H -3.07806 0.41726 0.82411
H -2.29034 -1.46159 0.42782
H 0.12220 -2.22983 -0.75309
N 2.32198 -0.26281 0.15211
N -2.39597 -0.29605 0.05631
N -0.07985 -0.55984 -0.39218
O 0.11812 -1.90126 0.06262

Cartesian forces (eV/Å) of the 2 atoms listed first:
-3.5 4.9 0.0
0.0 -2.8 -1.3

Calculated values
- E_LUMO (eV) = 0.7
- charge = 0
- frontier orbital gap (eV) = 6.72
- SMILES = Nc1ccc(N)n1O
- energy above the lowest of the compared OMol25 structures with the same formula, charge and spin (kJ/mol) = 593.5

No. 2
Computed, not measured: a molecular structure, C35H58N8O4SSbSi4Ti, with the ωB97M-V functional and the def2-TZVPD basis.

Cartesian coordinates (Å):
Ti 0.40771 -0.75646 0.49347
C 0.51111 -1.33464 -4.34377
Sb 0.05074 0.39076 -3.12098
C 1.34701 -0.10370 -1.41551
C 2.03782 -1.41318 -1.70574
C 1.41136 -2.68221 -1.59929
C 2.20117 -3.80124 -1.57480
C 3.51455 -3.66628 -1.93508
C 4.07983 -2.42776 -2.03145
N 3.32444 -1.33446 -1.89606
Si 2.54855 1.35798 -1.49581
C 1.63556 2.90657 -0.93390
C 3.25356 1.67834 -3.26346
C 4.05640 1.09227 -0.36825
C -2.24662 0.10270 -2.78766
C -2.81348 -0.29391 -1.41500
C -4.06982 0.14908 -1.04676
C -4.61971 -0.20383 0.21531
C -3.89338 -1.04308 1.03294
C -2.68697 -1.48706 0.51689
N -2.14515 -1.11264 -0.56922
Si -2.86222 1.95987 -3.20494
C -4.66985 2.16235 -3.79440
C -2.42358 3.05722 -1.72217
C -1.94862 2.58845 -4.76611
Si -3.08122 -1.02865 -4.01920
C -2.85980 -0.67055 -5.83613
C -2.63540 -2.79253 -3.55754
C -4.95815 -1.01287 -3.89045
H 0.27191 -2.32798 -3.87054
H 1.55202 -1.17169 -4.51923
H 0.05007 -1.41131 -5.29515
H 0.30025 -2.70529 -1.43917
H 1.79575 -4.76029 -1.40039
H 4.17127 -4.59709 -2.00770
H 5.19915 -2.26492 -2.29689
H 0.96136 2.79734 -0.08784
H 0.99479 3.31415 -1.70588
H 2.39643 3.75866 -0.77329
H 3.58883 0.81468 -3.79982
H 4.00372 2.51753 -3.08304
H 2.57205 2.33584 -3.93099
H 4.11544 1.84153 0.38168
H 5.04713 1.08378 -0.90868
H 3.92822 0.14654 0.07783
H -4.54985 0.88463 -1.61822
H -5.63617 0.10191 0.46117
H -4.27860 -1.37885 1.97700
H -2.08338 -2.11760 1.23076
H -5.43913 2.01082 -3.14073
H -4.77220 1.44928 -4.62547
H -4.61997 3.12236 -4.24973
H -3.14402 3.06980 -0.87149
H -2.20153 4.01180 -2.08323
H -1.54548 2.62841 -1.36376
H -1.74578 1.73075 -5.48176
H -1.03907 3.05732 -4.46900
H -2.50959 3.39412 -5.28920
H -3.47792 0.21110 -6.01209
H -3.35415 -1.53058 -6.21441
H -1.84968 -0.55369 -6.28628
H -3.22037 -3.48426 -3.00602
H -1.81484 -2.65701 -2.79660
H -2.19182 -3.41036 -4.30525
H -5.52199 -0.43477 -4.48861
H -5.23548 -0.94165 -2.83530
H -5.28796 -2.03166 -4.25450
N 3.26937 4.21296 2.99365
C 3.13252 3.07238 2.79306
C 3.15417 1.57513 2.58700
C 4.23601 0.76431 2.95675
C 4.17659 -0.61935 2.73864
C 3.07206 -1.16505 2.17426
N 2.01922 -0.36618 1.78415
C 2.01912 0.94977 2.10573
H 5.03437 1.31394 3.44387
H 5.00831 -1.34811 2.90821
H 2.93986 -2.22109 1.91807
H 1.15521 1.60241 1.90851
C 1.32835 -4.73919 2.45762
Si 0.13787 -3.31464 2.55874
C 0.44173 -2.41513 4.16959
C -1.56928 -4.12560 2.43025
O 0.46601 -2.42459 1.18050
H 1.38771 -5.31804 3.34068
H 2.35832 -4.42414 2.42392
H 1.20442 -5.32184 1.45587
H 0.51228 -3.09269 5.00606
H -0.33684 -1.75504 4.47392
H 1.32575 -1.73049 4.12742
H -1.41232 -5.11470 2.85775
H -1.83982 -4.33832 1.40873
H -2.54635 -3.74234 2.76747
C 2.42411 4.84706 6.69602
C 2.58267 3.32877 6.81485
C 1.60831 2.56190 5.95360
N 1.91997 1.70761 4.99945
N 0.71020 1.16112 4.40495
C -0.35989 1.58981 4.94212
N -1.60098 0.98624 4.70771
S -0.04803 2.74282 6.27071
H 3.35480 5.27820 7.13631
H 1.56326 5.32634 7.10457
H 2.44196 5.04140 5.67011
H 2.37663 3.02640 7.88140
H 3.54492 3.09132 6.41128
H -1.86422 0.86856 3.74087
H -2.33253 1.48221 5.17312
O -0.77002 0.15016 2.09191
N -1.26293 1.09490 1.38229
O -2.10365 1.83586 1.79042
O -0.75445 1.18106 0.27479

Cartesian forces (eV/Å) of the 2 atoms listed first:
-0.6 0.8 -1.1
-0.7 -1.1 1.3

Calculated values
- <S²> = 0.754
- spin multiplicity = 2
- E_LUMO (alpha / beta) (eV) = -0.4 / -0.5
- charge = 0
- frontier orbital gap (alpha / beta) (eV) = 6.83 / 6.84
- energy above the lowest of the compared OMol25 structures with the same formula, charge and spin (kJ/mol) = 326.3

No. 3
Computed, not measured: a molecular structure, C40H88As6F36N4, with the ωB97M-V functional and the def2-TZVPD basis.

Cartesian coordinates (Å):
C 27.23017 16.69467 14.08819
C 28.40788 15.84982 14.45915
C 28.02819 14.63205 15.28185
N 29.17512 13.77979 15.86440
C 28.57162 12.47774 16.50037
C 28.01434 11.53437 15.42414
C 29.06423 11.19322 14.39022
C 29.61449 12.42462 13.78781
C 30.17015 13.35932 14.85361
C 29.89385 14.59969 16.97137
H 26.64609 16.19090 13.30505
H 27.43307 17.64829 13.51157
H 26.57430 17.06989 14.82300
H 28.99496 16.54188 15.03126
H 28.87478 15.60074 13.51995
H 27.46144 13.89958 14.63713
H 27.34384 15.04936 16.04611
H 27.84247 12.81147 17.23668
H 29.42694 12.01635 16.94944
H 27.16719 12.00365 14.95799
H 27.63602 10.75902 16.09472
H 28.56048 10.50669 13.69014
H 29.93811 10.61956 14.81894
H 28.81663 12.88919 13.20028
H 30.38306 12.21527 13.07478
H 30.68026 14.23889 14.45526
H 30.83614 12.73642 15.43933
H 30.55417 13.89858 17.51321
H 29.17057 15.00805 17.65457
H 30.56653 15.37157 16.53236
C 19.18270 20.32474 10.84250
C 20.09838 19.24329 11.33423
C 19.55482 17.95131 10.75811
N 20.36235 16.75082 11.02831
C 19.64955 15.58649 10.30384
C 20.32602 14.26428 10.52598
C 21.75902 14.25411 9.92834
C 22.52552 15.40708 10.56927
C 21.81831 16.76053 10.51882
C 20.42311 16.54953 12.49421
H 19.63576 21.25497 11.12860
H 18.20027 20.18578 11.21623
H 19.04039 20.29068 9.75728
H 20.10829 19.17625 12.41438
H 21.11353 19.45292 11.16030
H 19.47923 17.95496 9.66630
H 18.57839 17.83485 11.23478
H 19.80733 15.81255 9.24415
H 18.61447 15.56316 10.54193
H 19.73013 13.38896 10.24195
H 20.27915 14.02259 11.66024
H 21.66234 14.38002 8.84362
H 22.30628 13.28955 10.09026
H 23.51347 15.59055 10.08863
H 22.81729 15.19765 11.58006
H 21.66315 17.08503 9.49424
H 22.34198 17.58513 10.96095
H 20.92118 15.65644 12.77911
H 19.40370 16.61630 12.91003
H 21.03056 17.32377 12.92417
C 13.78779 12.97839 9.50702
C 13.74589 11.55313 9.99036
C 14.91389 11.22370 10.87975
C 14.72624 11.55242 12.35298
N 15.98763 11.93009 12.99155
C 15.68174 12.13346 14.53580
C 14.77706 13.34230 14.55113
C 15.22228 14.14620 13.35354
C 16.31708 13.36248 12.65210
C 17.03840 10.92554 12.83008
C 16.67522 9.49895 13.15129
C 17.57362 8.42832 12.62472
H 14.80066 13.23288 9.14235
H 13.54984 13.72749 10.24547
H 13.11138 13.15604 8.67016
H 13.77445 10.92682 9.06507
H 12.78185 11.35228 10.46332
H 15.68442 11.86556 10.51232
H 15.22706 10.21382 10.84932
H 14.28824 10.66829 12.81802
H 14.08042 12.38230 12.43450
H 16.67832 12.26935 14.95635
H 15.28858 11.16582 14.81303
H 15.00682 13.78474 15.51125
H 13.68387 13.13167 14.46068
H 15.70749 15.08159 13.59664
H 14.37554 14.32813 12.68210
H 17.31879 13.44908 13.11348
H 16.35790 13.40293 11.57113
H 17.82515 11.34220 13.40222
H 17.34262 10.82223 11.76509
H 15.67761 9.40645 12.72302
H 16.47230 9.25876 14.16087
H 17.09730 7.50603 12.94378
H 18.59083 8.46170 13.04307
H 17.52491 8.48669 11.52326
C 24.73964 9.78433 19.44487
C 23.92391 11.07571 19.19255
C 23.68786 11.32649 17.73242
C 22.75541 12.47927 17.55501
N 22.59577 13.03956 16.18391
C 23.90170 13.72134 15.74690
C 23.85403 15.10831 16.51616
C 22.38146 15.30693 16.89884
C 21.59000 14.14301 16.30413
C 22.27726 11.89176 15.22174
C 21.67862 12.41083 13.89539
C 21.53290 11.23335 12.90210
H 25.20559 9.74310 20.46098
H 25.66668 9.82390 18.86555
H 24.28513 8.84197 19.08501
H 24.47158 11.94236 19.61472
H 22.94712 10.98148 19.63991
H 23.27391 10.47896 17.19972
H 24.70710 11.45329 17.28854
H 23.05444 13.29573 18.22993
H 21.73660 12.13271 17.73519
H 23.93517 13.88855 14.65172
H 24.73407 13.04820 16.00817
H 24.21448 15.84094 15.79801
H 24.55301 15.12225 17.32603
H 22.11007 16.23177 16.45500
H 22.31075 15.40947 17.98504
H 21.23603 14.36818 15.28804
H 20.74191 13.76690 16.88622
H 21.60957 11.23193 15.73603
H 23.21263 11.39280 15.02844
H 22.26478 13.23449 13.50323
H 20.64169 12.82159 14.02433
H 20.68432 10.54141 13.21562
H 22.44462 10.64131 12.90558
H 21.25780 11.62593 11.94078
As 18.00898 11.20486 8.71485
F 17.52102 12.41133 9.94190
F 18.72036 12.52474 7.86242
F 18.37131 10.13036 7.42708
F 17.22876 9.94359 9.57099
F 16.45628 11.56068 7.94820
F 19.47615 10.93140 9.59113
As 26.68314 14.29401 19.73237
F 26.87629 15.51378 18.50709
F 27.08038 15.43456 20.96287
F 26.66219 13.06053 20.87279
F 26.31637 13.14404 18.48205
F 28.40033 13.93757 19.36904
F 25.02978 14.57847 19.91850
As 18.09176 16.61580 15.48456
F 18.64460 15.82675 16.90734
F 19.75437 16.96100 14.99146
F 17.60225 17.36448 13.98240
F 16.46272 16.04925 15.75987
F 17.71606 18.08236 16.27220
F 18.37196 15.14985 14.55090
As 23.94804 19.23448 13.14180
F 23.13587 19.33789 11.61518
F 23.56640 20.84996 13.42255
F 24.72537 19.15862 14.65555
F 24.28016 17.53165 12.81031
F 25.37772 19.64142 12.33593
F 22.49862 18.79831 13.90364
As 25.99049 12.24813 11.80401
F 27.66336 11.96769 11.36183
F 26.46899 13.32860 13.06696
F 24.34074 12.49755 12.20136
F 25.41928 10.96429 10.68632
F 26.14315 10.99963 13.02706
F 25.85651 13.58246 10.75924
As 18.56941 10.60100 16.74338
F 19.35378 9.17999 16.17781
F 19.89190 11.34780 17.53882
F 17.58835 11.96605 17.06420
F 17.12541 9.99162 15.90506
F 18.04891 9.84647 18.14566
F 19.06148 11.44278 15.26447

Cartesian forces (eV/Å) of the 2 atoms listed first:
-1.0 0.8 -3.1
0.3 0.4 0.2

Calculated values
- E_LUMO (eV) = 3.2
- charge = -2
- frontier orbital gap (eV) = 10.92

Number 1: maximum force 7.83 eV Å⁻¹. Number 2: maximum force 4.67 eV Å⁻¹. Number 3: maximum force 3.41 eV Å⁻¹.